{
  "formula": "C54H40F4GaN2O3P2SbTe",
  "method": "ωB97M-V/def2-TZVPD",
  "symbols": ["Te", "Sb", "Ga", "P", "P", "F", "F", "F", "F", "O", "O", "O", "N", "N", "C", "C", "C", "C", "C", "C", "C", "C", "C", "C", "C", "C", "C", "C", "C", "C", "C", "C", "C", "C", "C", "C", "C", "C", "C", "C", "C", "C", "C", "C", "C", "C", "C", "C", "C", "C", "C", "C", "C", "C", "C", "C", "C", "C", "C", "C", "C", "C", "C", "C", "C", "C", "C", "C", "H", "H", "H", "H", "H", "H", "H", "H", "H", "H", "H", "H", "H", "H", "H", "H", "H", "H", "H", "H", "H", "H", "H", "H", "H", "H", "H", "H", "H", "H", "H", "H", "H", "H", "H", "H", "H", "H", "H", "H"],
  "positions_angstrom": [[0.190, -0.024, -4.419], [-3.007, -0.985, 3.773], [0.224, 2.542, -0.217], [0.722, 0.315, -1.228], [2.771, 1.789, -3.049], [-9.245, -2.364, 3.651], [-2.830, 3.043, 8.508], [1.251, 7.849, -2.659], [-1.255, -6.871, 5.161], [-1.230, 2.356, 1.046], [-0.932, 2.404, 3.234], [0.884, 2.504, 1.770], [1.838, -4.306, -6.125], [-0.417, 2.438, 2.114], [-0.835, -0.620, -1.216], [-2.151, -2.903, 4.422], [-1.534, -4.617, 5.943], [0.773, -2.154, -6.506], [3.396, -1.783, 2.044], [7.071, 0.051, -2.414], [1.737, 5.029, -0.384], [-5.212, -1.414, 3.892], [1.246, -0.882, 1.370], [-3.230, -2.102, -1.009], [-2.921, 1.979, 7.668], [-6.077, -0.404, 3.561], [2.844, 2.329, -4.753], [1.970, 6.264, -0.989], [5.137, 0.479, -3.873], [-4.160, 1.508, 7.249], [-7.047, -2.895, 4.384], [2.438, 3.245, -7.334], [3.071, -0.949, -0.199], [3.925, -1.564, 0.783], [-7.466, -0.715, 3.493], [1.100, -3.526, -6.849], [-1.328, -5.535, 4.912], [-2.113, 0.000, -1.415], [1.202, -1.655, -5.294], [-0.374, 4.774, -1.669], [-4.126, 0.475, 6.328], [2.531, 4.189, -6.281], [-3.326, -0.693, -1.259], [-5.698, -2.611, 4.409], [5.137, 1.313, -1.679], [-1.342, -5.072, 3.570], [-2.964, -0.023, 5.736], [-1.691, 1.591, 6.980], [1.069, 6.653, -2.018], [2.468, -3.706, -5.052], [1.783, -0.427, 0.106], [1.523, 0.558, -2.789], [2.672, 3.714, -4.981], [-1.853, -3.271, 5.728], [-0.042, 5.938, -2.391], [0.575, 4.314, -0.758], [4.410, 1.040, -2.815], [6.463, 0.001, -3.674], [-0.797, -1.978, -0.903], [-1.753, 0.575, 6.017], [2.716, 1.381, -5.766], [-2.014, -2.676, -0.868], [-7.980, -1.981, 3.949], [6.400, 0.812, -1.434], [-1.878, -3.770, 3.347], [2.157, -2.448, -4.612], [2.475, 1.907, -7.089], [2.055, -1.382, 2.345], [-4.175, -2.622, -0.911], [-1.318, 4.213, -1.808], [-7.348, -3.920, 4.703], [1.688, -1.465, 3.395], [2.854, 6.869, -0.752], [-4.306, -0.242, -1.541], [6.959, 1.178, -0.585], [2.449, 1.196, -7.927], [-0.801, 0.341, 5.547], [6.930, -0.328, -4.586], [3.076, -4.379, -4.452], [4.631, 1.954, -0.922], [-0.987, -5.709, 2.793], [2.482, 3.625, -8.335], [2.703, -2.054, -3.735], [7.980, -0.462, -2.198], [-5.096, 0.077, 6.012], [-2.185, 1.087, -1.485], [-5.774, 0.678, 3.404], [0.162, -0.991, 1.448], [2.604, 5.196, -6.620], [-5.075, -3.366, 4.746], [2.642, 0.302, -5.474], [4.642, 0.397, -4.825], [3.355, -0.867, -1.238], [-8.110, -0.054, 2.944], [-1.425, -4.920, 7.001], [0.124, -2.462, -0.682], [-1.913, -3.727, -0.772], [0.663, -3.980, -7.787], [3.909, -2.415, 2.750], [-0.638, 6.194, -3.254], [-5.112, 1.891, 7.605], [-2.130, -3.455, 2.310], [-0.813, 2.123, 7.375], [2.367, 4.689, 0.425], [2.597, 4.335, -4.060], [-1.995, -2.553, 6.537], [4.960, -1.779, 0.523], [0.024, -1.653, -7.091]],
  "mulliken_charge": [0.16, 0.92, 0.77, 0.64, 0.82, -0.29, -0.31, -0.34, -0.30, -0.35, -0.53, -0.54, -0.58, 1.01, 0.69, 0.22, -0.44, -0.72, -0.48, -0.84, -0.18, -0.40, -0.04, -0.58, 0.19, -0.34, 0.68, -0.56, -0.37, -0.68, -0.46, -0.60, -0.31, -0.88, -0.52, -0.20, 0.23, -0.29, 0.27, -0.51, -0.07, -0.56, -0.89, -0.33, 0.21, -0.55, -0.11, -0.84, 0.42, -0.54, -0.17, -0.52, -0.59, -0.38, -0.70, 0.47, -0.01, -0.48, -0.61, -0.24, 0.23, -0.74, 0.29, -0.52, -0.54, 0.14, -1.34, -0.85, 0.44, 0.33, 0.32, 0.39, 0.39, 0.40, 0.44, 0.35, 0.54, 0.42, 0.36, 0.20, 0.45, 0.39, 0.40, 0.45, 0.36, 0.32, 0.36, 0.52, 0.43, 0.57, 0.19, 0.30, 0.39, 0.39, 0.34, 0.64, 0.52, 0.32, 0.37, 0.43, 0.46, 0.33, 0.39, 0.44, 0.28, 0.40, 0.43, 0.41],
  "total_charge": 0,
  "e_tot_ev": -161413.8612,
  "multiplicity": 1,
  "e_lumo_ev": -0.85,
  "relative_energy_ev": 3.019,
  "mol_weight_da": 1221.95
}

***

{
  "formula": "C54H40GeIrN4O2",
  "method": "ωB97M-V/def2-TZVPD",
  "symbols": ["Ir", "Ge", "O", "O", "N", "N", "N", "N", "C", "C", "C", "C", "C", "C", "C", "C", "C", "C", "C", "C", "C", "C", "C", "C", "C", "C", "C", "C", "C", "C", "C", "C", "C", "C", "C", "C", "C", "C", "C", "C", "C", "C", "C", "C", "C", "C", "C", "C", "C", "C", "C", "C", "C", "C", "C", "C", "C", "C", "C", "C", "C", "C", "H", "H", "H", "H", "H", "H", "H", "H", "H", "H", "H", "H", "H", "H", "H", "H", "H", "H", "H", "H", "H", "H", "H", "H", "H", "H", "H", "H", "H", "H", "H", "H", "H", "H", "H", "H", "H", "H", "H", "H"],
  "positions_angstrom": [[-0.672, -0.424, 1.444], [-0.054, 1.970, -1.912], [6.529, -1.151, -1.625], [7.401, 0.307, -0.226], [-1.736, 1.047, 0.330], [1.084, 0.970, 0.983], [-0.503, -2.110, 0.544], [-0.296, -2.375, 11.261], [-0.529, -4.481, 0.320], [3.921, -0.812, -0.484], [-2.927, -3.765, -1.516], [-0.037, 3.918, -1.578], [-2.082, 1.589, -5.688], [-0.277, -1.941, 8.697], [0.356, 6.142, -2.470], [-2.676, 2.482, -3.132], [6.331, -0.329, -0.773], [-1.721, 1.594, 1.628], [3.045, -0.079, -3.966], [3.461, 1.589, 0.819], [4.171, 0.703, -3.734], [2.808, 2.283, -2.521], [-0.028, -2.757, 6.446], [-0.840, 5.882, -0.400], [-3.552, -2.491, -3.461], [-0.268, -1.476, 5.927], [-0.163, -4.700, 1.648], [0.413, -6.982, 1.136], [-3.776, -3.555, -2.596], [-3.345, 2.099, -5.415], [-0.511, -0.661, 8.199], [1.809, 0.319, -3.469], [-4.148, 1.561, 1.664], [4.736, 1.251, 0.403], [-2.484, -1.630, -3.232], [4.050, 1.881, -3.006], [-2.955, 0.756, -0.243], [-0.425, -5.527, -0.590], [-0.287, -2.183, 10.126], [-1.853, -2.909, -1.282], [-0.312, 6.706, -1.386], [0.048, -6.771, -0.186], [0.490, 4.761, -2.565], [-1.400, 1.965, -3.385], [-0.702, 4.498, -0.497], [1.662, 1.520, -2.762], [-0.297, -1.050, 3.312], [0.301, -5.943, 2.054], [-3.638, 2.552, -4.133], [-0.284, -1.233, 4.518], [-0.521, 2.235, 2.165], [-2.980, 1.815, 2.294], [-1.120, 1.524, -4.682], [4.993, 0.050, -0.254], [2.384, 0.707, 0.617], [-1.645, -1.836, -2.144], [-0.505, -0.433, 6.836], [-4.146, 1.027, 0.339], [-0.951, -3.094, -0.092], [-0.034, -2.987, 7.810], [0.769, 2.007, 1.781], [2.652, -0.502, -0.048], [1.546, 2.631, 2.219], [0.764, 6.778, -3.248], [0.789, -7.950, 1.448], [-0.686, 0.560, 6.445], [4.931, 2.477, -2.796], [-4.209, -2.326, -4.306], [0.950, -0.331, -3.618], [-4.616, -4.221, -2.759], [-1.119, 3.867, 0.281], [7.098, 0.859, 0.502], [-2.899, 0.294, -1.223], [5.521, 1.986, 0.545], [-0.700, 0.149, 8.890], [-0.424, 7.783, -1.317], [-0.133, 1.146, -4.924], [1.002, 4.330, -3.422], [0.147, -3.980, 8.200], [-2.314, -0.789, -3.895], [-2.920, 2.848, -2.139], [-0.700, -5.368, -1.625], [3.301, 2.560, 1.268], [-2.963, 2.199, 3.306], [-1.362, 6.317, 0.445], [0.162, -3.568, 5.756], [4.111, -1.737, -1.016], [-5.067, 0.821, -0.191], [-4.094, 2.152, -6.197], [0.139, -7.574, -0.908], [-0.822, -1.157, -1.940], [5.142, 0.377, -4.090], [-5.087, 1.749, 2.172], [3.135, -1.009, -4.516], [2.733, 3.200, -1.945], [-0.689, 2.952, 2.961], [0.580, -6.102, 3.090], [1.822, -1.186, -0.209], [-1.843, 1.243, -6.688], [-4.615, 2.966, -3.914], [-3.108, -4.591, -0.837], [-0.237, -3.873, 2.349]],
  "mulliken_spin": [1.63, 0.34, 0.00, 0.00, 0.24, 0.23, 0.43, 0.00, 0.00, 0.01, 0.01, 0.06, -0.02, 0.00, 0.00, 0.03, 0.00, 0.17, -0.01, 0.03, 0.03, 0.01, 0.01, -0.01, 0.00, -0.01, 0.00, 0.00, 0.00, 0.03, 0.00, 0.05, 0.07, -0.01, -0.01, -0.02, 0.07, 0.01, 0.00, 0.07, 0.00, 0.00, -0.02, 0.06, 0.07, 0.16, 0.11, 0.00, -0.02, 0.05, 0.06, 0.00, 0.02, 0.02, -0.08, -0.07, 0.01, 0.03, -0.03, 0.00, 0.03, 0.01, 0.03, 0.00, 0.00, 0.00, 0.00, 0.00, -0.01, 0.00, 0.02, 0.00, -0.05, 0.00, 0.00, 0.00, 0.00, 0.00, 0.00, 0.00, 0.00, 0.00, 0.01, 0.00, 0.00, 0.00, 0.00, 0.01, 0.00, 0.00, 0.06, 0.00, 0.01, 0.00, 0.00, 0.02, 0.00, 0.01, 0.00, 0.00, 0.00, 0.00],
  "total_charge": -1,
  "e_tot_ev": -126054.5011,
  "multiplicity": 5,
  "e_lumo_ev": [2.33, 1.44],
  "relative_energy_ev": 1.788,
  "mol_weight_da": 1041.77
}